Entry 1:
Formula: C5H12NS
Source: OMol25
Level of theory: ωB97M-V with the def2-TZVPD basis set

The geometry in XYZ format:
```
19
Properties=species:S:1:pos:R:3:forces:R:3:nbo_charge:R:1
N 0.337315 0.751292 0.419516 0.0430 0.8870 -0.7399 -0.444
C -0.901955 -1.061045 -0.825554 0.4663 0.3975 0.3540 -0.419
H 1.130719 2.069087 1.750488 -0.0448 0.4861 0.0892 0.191
H -1.632070 0.230635 0.723921 -0.4228 0.2054 -0.2356 0.140
C 0.199707 -1.185511 -1.883781 -0.9713 0.1731 -0.8546 -0.526
C -0.939926 0.310599 -0.137304 0.3551 -0.7732 0.5962 -0.213
H -0.656579 1.995701 1.819482 0.1103 -0.0433 0.2095 0.148
H -0.103190 -0.489670 -2.690028 0.0048 -0.3526 -0.1390 0.164
H 1.222344 -1.146875 0.607021 -0.6870 -0.1543 -0.0511 0.236
S 0.382902 -2.914429 -2.503480 0.1252 0.6101 0.2240 -0.730
C 0.995614 -0.254558 1.189994 1.1246 -0.5658 0.4359 -0.427
H 1.113204 -0.703004 -1.544406 0.2926 -0.4119 0.3740 0.178
H -0.765471 -1.869555 -0.106271 -0.1285 0.0082 0.1120 0.200
H 0.102515 2.893629 0.527649 0.1916 -0.1703 -0.2833 0.188
H -1.317665 1.013644 -0.879763 0.0994 0.4368 0.2319 0.185
H -1.910089 -1.152528 -1.236019 0.1466 -0.4430 -0.3136 0.197
C 0.224606 2.005373 1.150618 -0.1645 -0.7367 0.1243 -0.401
H 0.494686 -0.511021 2.140467 -0.2622 -0.1915 -0.1218 0.146
H 2.023331 0.018238 1.477449 -0.2785 0.6383 -0.0120 0.185
```
Positions in Å, forces in eV/Å.

Computed properties:
Orbital gap   5.71 eV
Energy relative to the best compared isomer or geometry (same formula, charge and spin)   17.7 kcal/mol
E_tot   -650.64755 a.u.
HOMO level   -2.23 eV
Charge   -1



Entry 2:
Formula: C5H12NS
Source: OMol25
Level of theory: ωB97M-V with the def2-TZVPD basis set

The geometry in XYZ format:
```
19
Properties=species:S:1:pos:R:3:forces:R:3:nbo_charge:R:1
H 0.686573 2.139935 0.840382 -2.1315 0.3860 0.6649 0.234
H -0.559328 -1.418836 -1.819914 0.3585 -0.0791 0.4678 0.168
H -1.492684 -1.229740 0.831894 0.2226 0.4290 0.9942 0.182
C 0.311246 -0.806169 -1.525624 0.2343 3.4406 0.9248 -0.224
H 0.215968 0.192299 -2.186106 0.4518 -2.0033 1.2312 0.152
H 0.637044 -1.204735 0.336354 0.0433 0.3512 0.7813 0.397
H -0.973583 2.523351 0.284319 -0.0262 0.3822 0.3625 0.199
S 1.777936 -2.904744 -0.571835 -0.0593 -1.7548 1.0594 -0.656
H -0.386689 3.176637 1.908943 -0.4373 -0.9030 -0.3493 0.198
H -0.009982 0.441745 2.253542 -0.9943 0.4764 0.1576 0.213
N 0.245563 -0.299187 0.022621 -0.8537 -1.8410 -3.6081 -0.710
C -0.885709 0.916230 1.744397 -2.0549 -1.4682 0.6776 -0.397
H 1.572963 -1.930142 -2.820141 0.0954 0.0788 1.2317 0.163
H -1.915759 0.025402 -0.157979 -0.0817 1.0464 -0.6953 0.168
C -1.151371 -0.214424 0.557398 2.1810 1.0155 1.1852 -0.232
H -1.852890 0.980436 2.480170 2.3235 -0.0523 -1.5695 0.168
C -0.420530 2.306760 1.208781 2.0179 -1.0896 -1.0310 -0.640
C 1.635722 -1.600993 -1.719737 -1.7526 0.0776 -2.5256 -0.577
H 2.565504 -1.093832 -1.667474 0.4633 1.5074 0.0407 0.193
```
Positions in Å, forces in eV/Å.

Computed properties:
Orbital gap   6.29 eV
Energy relative to the best compared isomer or geometry (same formula, charge and spin)   43.2 kcal/mol
E_tot   -650.60692 a.u.
HOMO level   -2.52 eV
Charge   -1